Entry i
A gas-phase ion, C2H4ClN2 (charge +1), computed with wB97M-V/def2-TZVPD.

Summary:
Orbital gap in eV: 10.691
SMILES: CN1[NH+]=C1Cl
Charge: +1

Last columns: bonded neighbours and bond lengths (Å).
Cartesian coordinates (Å):
1 C -0.7267 1.0175 0.4718  N3 1.246, N4 1.536, Cl5 1.623
2 C 1.1109 -0.6322 -0.2424  N3 1.373, H6 1.042, H7 1.180, H8 1.029
3 N -0.0268 0.0812 0.0414  C1 1.246, C2 1.373, N4 1.554
4 N -1.4715 0.1228 -0.5296  C1 1.536, N3 1.554, H9 1.091
5 Cl -0.9191 2.3268 1.4113  C1 1.623
6 H 1.3934 -1.3161 0.4913  C2 1.042
7 H 0.9939 -1.2492 -1.2410  C2 1.180
8 H 1.8825 0.0018 -0.4890  C2 1.029
9 H -2.2367 -0.3527 0.0862  N4 1.091

And the Mulliken charges, in e, turn out to be: atom 1 (C): 0.59, atom 2 (C): -0.71, atom 3 (N): 0.16, atom 4 (N): -0.40, atom 5 (Cl): 0.04, atom 6 (H): 0.34, atom 7 (H): 0.29, atom 8 (H): 0.38, atom 9 (H): 0.30

***

Entry ii
A gas-phase ion, C2H4ClN2 (charge +1), computed with wB97M-V/def2-TZVPD.

Summary:
Orbital gap in eV: 9.035
SMILES: CN=C=[NH+]Cl
Charge: +1

Last columns: bonded neighbours and bond lengths (Å).
Cartesian coordinates (Å):
1 C -0.5665 0.2390 -0.4125  N3 1.184, N4 1.253
2 C 1.2677 -0.9092 0.8378  N3 1.362, H6 1.113, H7 1.158, H8 1.147
3 N 0.2660 -0.4831 0.0195  C1 1.184, C2 1.362
4 N -1.3899 0.9444 -1.0404  C1 1.253, Cl5 1.855, H9 1.062
5 Cl -3.0490 1.7056 -0.7078  N4 1.855
6 H 1.1557 -0.2897 1.7554  C2 1.113
7 H 1.4555 -1.9939 1.1965  C2 1.158
8 H 2.2164 -0.4175 0.4213  C2 1.147
9 H -1.3559 1.2044 -2.0696  N4 1.062

And the Mulliken charges, in e, turn out to be: atom 1 (C): 0.47, atom 2 (C): -0.59, atom 3 (N): 0.08, atom 4 (N): -0.37, atom 5 (Cl): 0.13, atom 6 (H): 0.32, atom 7 (H): 0.28, atom 8 (H): 0.30, atom 9 (H): 0.39

***

Most stable of them? entry ii.

***

Entry i
C4H9BO2 in the gas phase, computed with wB97M-V/def2-TZVPD.

Summary:
Orbital gap in eV: 9.118
SMILES: C/C=C(\C)B(O)O
Charge: 0

Last columns: bonded neighbours and bond lengths (Å).
Cartesian coordinates (Å):
1 B 0.9551 1.0457 0.9108  C3 1.604, O6 1.392, O7 1.338
2 C 0.0195 -0.1261 -1.2404  C3 1.383, C4 1.516, H8 1.050
3 C 0.0096 0.0080 0.1357  B1 1.604, C2 1.383, C5 1.481
4 C -0.8871 -1.0743 -2.0005  C2 1.516, H9 0.976, H10 1.063, H11 1.180
5 C -0.8804 -0.7216 1.0680  C3 1.481, H12 1.141, H13 1.093, H14 1.088
6 O 1.8553 1.8112 0.1743  B1 1.392, H15 0.906
7 O 1.0308 0.9777 2.2450  B1 1.338, H16 0.897
8 H 0.6798 0.5712 -1.6640  C2 1.050
9 H -1.4812 -1.5123 -1.3614  C4 0.976
10 H -0.2082 -1.6397 -2.5913  C4 1.063
11 H -1.6276 -0.5402 -2.7482  C4 1.180
12 H -1.0505 -1.7459 0.5961  C5 1.141
13 H -0.3353 -0.6112 2.0089  C5 1.093
14 H -1.8831 -0.3362 1.2419  C5 1.088
15 H 2.5821 2.1164 0.6212  O6 0.906
16 H 1.2213 1.7773 2.6039  O7 0.897

And the Mulliken charges, in e, turn out to be: atom 1 (B): 0.60, atom 2 (C): -0.19, atom 3 (C): 0.16, atom 4 (C): -1.14, atom 5 (C): -1.23, atom 6 (O): -0.57, atom 7 (O): -0.53, atom 8 (H): 0.46, atom 9 (H): 0.41, atom 10 (H): 0.29, atom 11 (H): 0.25, atom 12 (H): 0.32, atom 13 (H): 0.37, atom 14 (H): 0.25, atom 15 (H): 0.27, atom 16 (H): 0.27

***

Entry ii
C4H9BO2 in the gas phase, computed with wB97M-V/def2-TZVPD.

Summary:
Orbital gap in eV: 10.887
SMILES: CB(C)OC(C)=O
Charge: 0

Last columns: bonded neighbours and bond lengths (Å).
Cartesian coordinates (Å):
1 B 0.8979 0.0963 0.1181  C3 1.591, C4 1.541, O6 1.386
2 C -1.6793 0.0559 0.6813  C5 1.459, O6 1.385, O7 1.187
3 C 2.0463 -0.8656 0.6548  B1 1.591, H8 1.097, H9 1.122, H10 1.166
4 C 1.1248 1.2995 -0.8182  B1 1.541, H11 1.140, H12 1.104, H13 1.133
5 C -2.5160 -0.5709 -0.3357  C2 1.459, H14 1.089, H15 1.160, H16 1.105
6 O -0.3432 -0.2970 0.5936  B1 1.386, C2 1.385
7 O -2.0415 0.7238 1.5939  C2 1.187
8 H 2.6117 -1.3417 -0.1555  C3 1.097
9 H 1.7573 -1.6492 1.4038  C3 1.122
10 H 2.7884 -0.1644 1.2172  C3 1.166
11 H 0.3222 2.1083 -0.7821  C4 1.140
12 H 1.1918 1.1510 -1.9102  C4 1.104
13 H 2.0714 1.6501 -0.3046  C4 1.133
14 H -3.2495 -1.3097 -0.0168  C5 1.089
15 H -3.1699 0.1898 -0.9188  C5 1.160
16 H -1.8123 -1.0762 -1.0208  C5 1.105

And the Mulliken charges, in e, turn out to be: atom 1 (B): 0.48, atom 2 (C): 0.57, atom 3 (C): -0.87, atom 4 (C): -0.76, atom 5 (C): -0.81, atom 6 (O): -0.51, atom 7 (O): -0.51, atom 8 (H): 0.31, atom 9 (H): 0.20, atom 10 (H): 0.27, atom 11 (H): 0.27, atom 12 (H): 0.33, atom 13 (H): 0.21, atom 14 (H): 0.30, atom 15 (H): 0.25, atom 16 (H): 0.26

***

Most stable of them? entry i.

***

Entry i
C19H22N2O3S in the gas phase, computed with wB97M-V/def2-TZVPD.

Summary:
Orbital gap in eV: 8.823
SMILES: CC[C@H]1CCc2c(sc(NC(=O)[C@H]3CC=CC[C@@H]3C(=O)O)c2C#N)C1
Charge: 0

Last columns: bonded neighbours and bond lengths (Å).
Cartesian coordinates (Å):
1 C -6.2634 -0.0870 1.4519  H2 1.088, C3 1.524, H46 1.087, H47 1.088
2 H -6.3658 0.0587 2.5248  C1 1.088
3 C -4.9310 -0.7579 1.1391  C1 1.524, C4 1.533, H44 1.091, H45 1.093
4 C -4.7770 -1.1473 -0.3356  C3 1.533, C5 1.534, C36 1.536, H43 1.096
5 C -4.8625 0.0447 -1.2967  C4 1.534, C6 1.528, H41 1.093, H42 1.090
6 C -3.7987 1.1028 -1.0049  C5 1.528, C7 1.495, H39 1.094, H40 1.093
7 C -2.4710 0.4554 -0.7778  C6 1.495, C8 1.356, C11 1.430
8 C -2.3242 -0.8756 -0.5635  C7 1.356, S9 1.747, C36 1.489
9 S -0.6601 -1.3388 -0.3055  C8 1.747, C10 1.722
10 C -0.1652 0.3002 -0.4887  S9 1.722, C11 1.379, N14 1.380
11 C -1.2225 1.1508 -0.7322  C7 1.430, C10 1.379, C12 1.399
12 C -1.0614 2.5299 -0.9025  C11 1.399, N13 1.149
13 N -0.9011 3.6606 -1.0307  C12 1.149
14 N 1.1630 0.6597 -0.3892  C10 1.380, C15 1.362, H35 1.011
15 C 2.1361 -0.2564 -0.1250  N14 1.362, O16 1.214, C17 1.515
16 O 1.8655 -1.4310 0.0235  C15 1.214
17 C 3.5263 0.3327 0.0011  C15 1.515, C18 1.545, C24 1.535, H34 1.096
18 C 3.6300 1.0792 1.3503  C17 1.545, C19 1.496, H32 1.090, H33 1.095
19 C 5.0518 1.4843 1.5818  C18 1.496, C20 1.324, H31 1.078
20 C 5.9945 0.5680 1.4284  C19 1.324, C21 1.495, H30 1.078
21 C 5.5756 -0.8151 1.0450  C20 1.495, H22 1.094, H23 1.089, C24 1.545
22 H 5.0566 -1.2802 1.8881  C21 1.094
23 H 6.4272 -1.4413 0.7849  C21 1.089
24 C 4.5923 -0.7615 -0.1451  C17 1.535, C21 1.545, C25 1.515, H29 1.097
25 C 5.3631 -0.5682 -1.4352  C24 1.515, O26 1.203, O27 1.336
26 O 5.2121 0.3347 -2.2151  C25 1.203
27 O 6.2527 -1.5444 -1.6379  C25 1.336, H28 0.970
28 H 6.7258 -1.4011 -2.4728  O27 0.970
29 H 4.0975 -1.7372 -0.2186  C24 1.097
30 H 7.0423 0.7811 1.5658  C20 1.078
31 H 5.2648 2.5066 1.8484  C19 1.078
32 H 2.9665 1.9443 1.3542  C18 1.090
33 H 3.3085 0.4005 2.1475  C18 1.095
34 H 3.6761 1.0616 -0.8039  C17 1.096
35 H 1.3909 1.6328 -0.5433  N14 1.011
36 C -3.4371 -1.8647 -0.5592  C4 1.536, C8 1.489, H37 1.095, H38 1.092
37 H -3.4570 -2.3911 -1.5194  C36 1.095
38 H -3.2688 -2.6150 0.2165  C36 1.092
39 H -4.0709 1.6846 -0.1189  C6 1.094
40 H -3.7297 1.8079 -1.8374  C6 1.093
41 H -4.7194 -0.3297 -2.3130  C5 1.093
42 H -5.8533 0.4970 -1.2506  C5 1.090
43 H -5.5862 -1.8431 -0.5850  C4 1.096
44 H -4.1107 -0.1029 1.4354  C3 1.091
45 H -4.8511 -1.6687 1.7381  C3 1.093
46 H -6.3398 0.8852 0.9723  C1 1.087
47 H -7.0910 -0.7054 1.1105  C1 1.088

And the Mulliken charges, in e, turn out to be: atom 1 (C): -1.36, atom 2 (H): 0.41, atom 3 (C): -0.65, atom 4 (C): 0.29, atom 5 (C): -1.47, atom 6 (C): -0.65, atom 7 (C): 0.65, atom 8 (C): 0.92, atom 9 (S): -0.31, atom 10 (C): 0.53, atom 11 (C): -1.00, atom 12 (C): -0.09, atom 13 (N): -0.58, atom 14 (N): -0.08, atom 15 (C): 0.21, atom 16 (O): -0.75, atom 17 (C): 0.38, atom 18 (C): -0.98, atom 19 (C): -0.47, atom 20 (C): -0.44, atom 21 (C): -1.17, atom 22 (H): 0.35, atom 23 (H): 0.53, atom 24 (C): -0.02, atom 25 (C): 0.34, atom 26 (O): -0.60, atom 27 (O): -0.46, atom 28 (H): 0.37, atom 29 (H): 0.51, atom 30 (H): 0.42, atom 31 (H): 0.42, atom 32 (H): 0.46, atom 33 (H): 0.35, atom 34 (H): 0.46, atom 35 (H): 0.36, atom 36 (C): -1.21, atom 37 (H): 0.38, atom 38 (H): 0.48, atom 39 (H): 0.31, atom 40 (H): 0.54, atom 41 (H): 0.39, atom 42 (H): 0.46, atom 43 (H): 0.46, atom 44 (H): 0.30, atom 45 (H): 0.39, atom 46 (H): 0.30, atom 47 (H): 0.30

***

Entry ii
C19H22N2O3S in the gas phase, computed with wB97M-V/def2-TZVPD.

Summary:
Orbital gap in eV: 8.872
SMILES: CC[C@H]1CCc2c(sc(NC(=O)[C@H]3CC=CC[C@@H]3C(=O)O)c2C#N)C1
Charge: 0

Last columns: bonded neighbours and bond lengths (Å).
Cartesian coordinates (Å):
1 C -7.0490 0.1243 -1.5060  H2 1.088, C3 1.524, H46 1.088, H47 1.087
2 H -8.0920 -0.1559 -1.6337  C1 1.088
3 C -6.5739 -0.2465 -0.1058  C1 1.524, C4 1.531, H44 1.093, H45 1.093
4 C -5.1560 0.2413 0.2046  C3 1.531, C5 1.532, C36 1.534, H43 1.096
5 C -4.7913 -0.0512 1.6639  C4 1.532, C6 1.528, H41 1.091, H42 1.092
6 C -3.4720 0.6181 2.0450  C5 1.528, C7 1.495, H39 1.093, H40 1.095
7 C -2.4332 0.3202 1.0127  C6 1.495, C8 1.356, C11 1.430
8 C -2.7410 -0.1360 -0.2264  C7 1.356, S9 1.747, C36 1.489
9 S -1.3280 -0.3989 -1.2200  C8 1.747, C10 1.721
10 C -0.3152 0.1417 0.0618  S9 1.721, C11 1.379, N14 1.380
11 C -1.0249 0.4864 1.1932  C7 1.430, C10 1.379, C12 1.398
12 C -0.4075 0.9018 2.3770  C11 1.398, N13 1.150
13 N 0.1267 1.2165 3.3450  C12 1.150
14 N 1.0564 0.2002 -0.0817  C10 1.380, C15 1.362, H35 1.012
15 C 1.6652 -0.2968 -1.1940  N14 1.362, O16 1.216, C17 1.516
16 O 1.0037 -0.7417 -2.1118  C15 1.216
17 C 3.1775 -0.2151 -1.2674  C15 1.516, C18 1.537, C24 1.535, H34 1.095
18 C 3.5288 0.8731 -2.2939  C17 1.537, C19 1.496, H32 1.092, H33 1.096
19 C 5.0067 1.0923 -2.3720  C18 1.496, C20 1.322, H31 1.080
20 C 5.8528 0.6625 -1.4520  C19 1.322, C21 1.496, H30 1.080
21 C 5.4311 -0.0759 -0.2208  C20 1.496, H22 1.093, H23 1.095, C24 1.536
22 H 5.9922 0.2964 0.6399  C21 1.093
23 H 5.6699 -1.1390 -0.3279  C21 1.095
24 C 3.9249 0.0722 0.0419  C17 1.535, C21 1.536, C25 1.515, H29 1.094
25 C 3.5280 -0.9012 1.1324  C24 1.515, O26 1.199, O27 1.342
26 O 3.7214 -2.0841 1.1186  C25 1.199
27 O 2.9206 -0.2700 2.1495  C25 1.342, H28 0.971
28 H 2.6813 -0.8769 2.8684  O27 0.971
29 H 3.7153 1.0911 0.3812  C24 1.094
30 H 6.9147 0.8293 -1.5572  C20 1.080
31 H 5.3579 1.6369 -3.2360  C19 1.080
32 H 3.1417 0.5786 -3.2714  C18 1.092
33 H 3.0360 1.8136 -2.0221  C18 1.096
34 H 3.5189 -1.1799 -1.6571  C17 1.095
35 H 1.5767 0.5539 0.7110  N14 1.012
36 C -4.1191 -0.4149 -0.7164  C4 1.534, C8 1.489, H37 1.091, H38 1.095
37 H -4.2236 -0.0458 -1.7383  C36 1.091
38 H -4.2857 -1.4973 -0.7412  C36 1.095
39 H -3.1341 0.2741 3.0258  C6 1.093
40 H -3.6098 1.7025 2.1128  C6 1.095
41 H -5.5837 0.3052 2.3244  C5 1.091
42 H -4.7027 -1.1314 1.7985  C5 1.092
43 H -5.1186 1.3257 0.0516  C4 1.096
44 H -7.2576 0.1929 0.6245  C3 1.093
45 H -6.6151 -1.3313 0.0173  C3 1.093
46 H -6.9615 1.1967 -1.6664  C1 1.088
47 H -6.4672 -0.3876 -2.2678  C1 1.087

And the Mulliken charges, in e, turn out to be: atom 1 (C): -1.30, atom 2 (H): 0.41, atom 3 (C): -0.72, atom 4 (C): 0.57, atom 5 (C): -1.18, atom 6 (C): -0.61, atom 7 (C): 0.04, atom 8 (C): 0.91, atom 9 (S): -0.28, atom 10 (C): 0.30, atom 11 (C): -0.40, atom 12 (C): -0.08, atom 13 (N): -0.60, atom 14 (N): -0.04, atom 15 (C): 0.14, atom 16 (O): -0.70, atom 17 (C): 0.53, atom 18 (C): -1.00, atom 19 (C): -0.48, atom 20 (C): -0.51, atom 21 (C): -0.93, atom 22 (H): 0.46, atom 23 (H): 0.38, atom 24 (C): 0.23, atom 25 (C): 0.00, atom 26 (O): -0.58, atom 27 (O): -0.43, atom 28 (H): 0.34, atom 29 (H): 0.45, atom 30 (H): 0.41, atom 31 (H): 0.39, atom 32 (H): 0.44, atom 33 (H): 0.38, atom 34 (H): 0.44, atom 35 (H): 0.25, atom 36 (C): -1.08, atom 37 (H): 0.47, atom 38 (H): 0.29, atom 39 (H): 0.46, atom 40 (H): 0.33, atom 41 (H): 0.40, atom 42 (H): 0.33, atom 43 (H): 0.26, atom 44 (H): 0.37, atom 45 (H): 0.33, atom 46 (H): 0.32, atom 47 (H): 0.30

***

Most stable of them? entry ii.